Entry from OMol25: a molecular structure, C9H8Cl2Si at a distorted geometry (ωB97M-V/def2-TZVPD).

```
! wB97M-V def2-TZVPD RIJCOSX def2/J DEFGRID3
* xyz 0 1
C -3.434 -0.808 -0.542
C -2.714 -1.953 -0.234
C -2.780 0.438 -0.706
C -1.344 -1.885 -0.104
C -0.189 1.401 -0.412
C -1.432 0.495 -0.483
C -0.749 -0.681 -0.196
C 0.814 0.516 -0.203
C 3.553 1.519 1.166
Si 2.640 0.107 0.256
Cl 3.451 -0.089 -1.634
Cl 2.616 -1.542 1.345
H -4.440 -0.769 -0.738
H -2.995 -3.014 -0.154
H -3.215 1.375 -1.019
H -0.924 -2.902 0.046
H -0.024 2.422 -0.452
H 3.085 2.414 0.947
H 3.471 1.387 2.279
H 4.611 1.572 0.837
*
```

Summary:
ΔE to the lowest compared entry with this formula, charge and spin in kcal/mol: 63.9
Frontier orbital gap in eV: 8.8
E_LUMO in hartree: 0.012
Energy in eV: -42384.338
Largest force on an atom in Eh/bohr: 0.0730

Entry from OMol25: C9H8ClNO in the gas phase at a distorted geometry (ωB97M-V/def2-TZVPD).

```
! wB97M-V def2-TZVPD RIJCOSX def2/J DEFGRID3
* xyz 0 1
C 2.593 -0.993 1.449
C -2.870 0.415 -0.389
C -2.052 0.245 -1.522
C -2.280 0.505 0.889
C -0.618 0.371 -1.348
C -0.853 0.531 0.993
C -0.047 0.539 -0.099
C 2.212 -0.835 0.113
C 1.411 0.747 -0.138
N 2.875 -1.498 2.433
O 1.397 -1.788 -0.486
Cl 1.981 1.927 1.105
H -3.987 0.526 -0.405
H -2.456 0.373 -2.488
H -2.850 0.543 1.869
H -0.025 0.236 -2.271
H -0.378 0.421 1.913
H 3.089 -0.872 -0.573
H 1.587 1.193 -1.126
H 1.271 -2.586 0.081
*
```

Summary:
ΔE to the lowest compared entry with this formula, charge and spin in kcal/mol: 31.7
Frontier orbital gap in eV: 10.0
E_LUMO in hartree: 0.022
Energy in eV: -25520.638
SMILES string: N#C[C@@H](O)[C@H](Cl)c1ccccc1
Largest force on an atom in Eh/bohr: 0.1074

Entry from OMol25: a molecular structure, C9H8CuN4OS2 at a distorted geometry (ωB97M-V/def2-TZVPD).

```
! wB97M-V def2-TZVPD RIJCOSX def2/J DEFGRID3
* xyz 0 2
Cu 0.173 -0.165 -0.858
C -3.017 -4.279 -1.543
S -2.741 -3.680 0.139
C -1.801 -2.242 -0.106
S -1.273 -1.755 -1.672
N -1.547 -1.585 1.005
N -0.721 -0.561 0.851
C -0.537 0.307 1.782
C 0.375 1.389 1.468
C 0.846 2.309 2.398
C 1.715 3.300 1.978
C 2.101 3.347 0.645
C 1.600 2.392 -0.224
N 0.753 1.452 0.176
H -3.712 -5.111 -1.457
H -2.082 -4.613 -1.984
H -3.446 -3.483 -2.145
H -1.048 0.227 2.735
H 0.530 2.228 3.430
H 2.099 4.025 2.682
H 2.778 4.106 0.281
H 1.876 2.364 -1.270
O 3.458 -0.031 -3.223
C 2.365 0.004 -2.763
N 1.256 0.055 -2.325
*
```

Summary:
Frontier orbital gap (spin up / spin down) in eV: 7.2 / 7.0
E_LUMO (spin up / spin down) in hartree: -0.048 / -0.054
Energy in eV: -83780.967
Largest force on an atom in Eh/bohr: 0.0228

Entry from OMol25: a molecular structure, C9H8F3LuNO3 at a distorted geometry (ωB97M-V/def2-TZVPD).

```
! wB97M-V def2-TZVPD RIJCOSX def2/J DEFGRID3
* xyz 3 1
N 2.891 -0.521 1.513
C 2.241 -0.248 0.377
C 2.333 -0.943 -0.831
C 1.407 -0.516 -2.027
O 1.817 -0.586 -3.170
C 0.107 -0.074 -1.609
C -0.011 0.618 -0.461
C -1.289 1.116 0.074
C -1.942 -0.083 0.859
O -2.231 0.233 2.165
C -3.156 -0.663 0.091
F -3.029 -0.446 -1.233
F -3.169 -1.992 0.281
F -4.290 -0.148 0.543
C 1.203 0.893 0.366
O 1.423 1.896 0.990
H 2.611 0.097 2.280
H 3.902 -0.604 1.484
H 3.003 -1.823 -0.918
H -0.760 -0.287 -2.218
H -1.921 1.451 -0.739
H -1.136 1.961 0.729
H -1.222 -0.893 0.928
H -2.646 1.098 2.228
Lu 3.866 0.463 -1.703
*
```

Summary:
Frontier orbital gap in eV: 3.4
E_LUMO in hartree: -0.590
Energy in eV: -58830.715
Largest force on an atom in Eh/bohr: 0.0480

Entry from OMol25: a molecular structure, C9H8FI3NO7PS at a distorted geometry (ωB97M-V/def2-TZVPD).

```
! wB97M-V def2-TZVPD RIJCOSX def2/J DEFGRID3
* xyz -2 1
C -2.287 -1.501 -3.230
C -2.418 -0.870 -1.836
I -1.989 1.258 -1.950
C -1.717 -1.645 -0.695
I -1.105 -0.288 0.949
N -0.587 -2.510 -1.214
P 0.984 -1.733 -0.895
O 1.979 -3.017 -0.841
I 1.531 -0.846 -3.203
S -0.769 -4.105 -0.973
O 0.110 -4.841 -1.803
O -2.147 -4.443 -0.878
F -0.208 -4.281 0.493
H -3.128 -2.175 -3.413
H -2.306 -0.740 -4.006
H -1.359 -2.051 -3.344
H -3.471 -0.873 -1.567
H -2.449 -2.289 -0.228
H 2.823 -2.790 -1.256
C 2.543 3.309 3.513
C 2.659 4.307 2.528
C 1.546 4.326 1.433
O 1.551 5.216 0.581
C 0.555 3.291 1.459
C 0.473 2.318 2.432
C 1.519 2.340 3.578
O 1.407 1.500 4.486
O -0.411 1.400 2.462
O 3.557 5.163 2.463
H 3.285 3.266 4.306
H -0.171 3.304 0.649
*
```

Summary:
Frontier orbital gap in eV: 4.4
E_LUMO in hartree: 0.136
Energy in eV: -72429.334
Largest force on an atom in Eh/bohr: 0.0218

Entry from OMol25: C9H8N2 in the gas phase at a distorted geometry (ωB97M-V/def2-TZVPD).

```
! wB97M-V def2-TZVPD RIJCOSX def2/J DEFGRID3
* xyz 0 1
C 3.128 -0.038 -0.116
C 2.472 -1.184 0.364
C 0.978 -1.274 0.284
C 0.389 -0.083 -0.076
C 1.001 1.040 -0.518
C 2.405 1.043 -0.435
C -1.198 -0.138 -0.149
C -3.311 0.396 0.398
C -3.251 -0.558 -0.606
H 4.122 0.001 -0.102
H 3.119 -1.907 0.595
H 0.609 -2.187 0.553
H 0.474 1.972 -0.566
H 2.875 2.021 -0.735
H -1.631 1.146 1.490
H -4.107 1.108 1.080
H -4.156 -1.076 -1.274
N -1.954 0.598 0.724
N -1.966 -0.878 -0.911
*
```

Summary:
ΔE to the lowest compared entry with this formula, charge and spin in kcal/mol: 56.1
Frontier orbital gap in eV: 9.5
E_LUMO in hartree: 0.032
Energy in eV: -12440.756
SMILES string: c1ccc(-c2ncc[nH]2)cc1
Largest force on an atom in Eh/bohr: 0.1395

Entry from OMol25: C9H8N2 in the gas phase at a distorted geometry (ωB97M-V/def2-TZVPD).

```
! wB97M-V def2-TZVPD RIJCOSX def2/J DEFGRID3
* xyz 0 1
C -2.582 1.010 -0.306
C -3.147 -0.158 -0.010
C -2.329 -1.255 0.294
C -0.439 -0.058 0.150
C -1.204 1.091 -0.268
C 1.007 -0.036 0.251
C 1.866 0.978 0.615
C 3.232 0.503 0.210
C 3.133 -0.734 -0.330
H -3.303 1.938 -0.518
H -4.388 -0.361 -0.027
H -2.671 -2.358 0.867
H -0.535 2.092 -0.483
H 1.600 1.948 0.883
H 3.961 1.134 0.202
H 3.735 -1.491 -0.779
H 1.333 -2.051 -0.783
N -1.012 -1.197 0.361
N 1.744 -0.996 -0.330
*
```

Summary:
ΔE to the lowest compared entry with this formula, charge and spin in kcal/mol: 80.7
Frontier orbital gap in eV: 9.1
E_LUMO in hartree: 0.031
Energy in eV: -12439.687
SMILES string: c1ccc(-c2ccc[nH]2)nc1
Largest force on an atom in Eh/bohr: 0.1261

Entry from OMol25: C9H8N2O2 in the gas phase at a distorted geometry (ωB97M-V/def2-TZVPD).

```
! wB97M-V def2-TZVPD RIJCOSX def2/J DEFGRID3
* xyz 0 1
C 0.480 0.644 0.685
C -0.315 1.064 1.778
C -1.524 1.713 1.460
C -1.950 1.981 0.153
C -1.244 1.378 -0.847
C -0.014 0.708 -0.696
C 1.122 -1.339 -1.659
C 1.084 -2.328 -0.499
C -0.013 -2.275 0.460
H 1.744 0.015 1.878
H 0.217 0.914 2.745
H -2.162 2.189 2.272
H -2.896 2.636 0.099
H -1.447 1.569 -1.890
H 0.822 0.366 -2.532
H 2.036 -2.112 -0.043
H 0.934 -3.257 -1.063
N 0.601 -0.059 -1.635
N -0.924 -2.282 1.175
O 1.687 0.062 0.861
O 1.762 -1.587 -2.702
*
```

Summary:
ΔE to the lowest compared entry with this formula, charge and spin in kcal/mol: 50.9
Frontier orbital gap in eV: 9.1
E_LUMO in hartree: 0.018
Energy in eV: -16536.600
SMILES string: N#CCC(=O)Nc1ccccc1O
Largest force on an atom in Eh/bohr: 0.1110